(1)
{
  "formula": "C4H15N2O",
  "method": "the ωB97M-V functional and the def2-TZVPD basis",
  "e_tot_ev": -9411.7627,
  "molar_mass_g_mol": 107.2,
  "e_above_lowest_ev": 1.900,
  "total_charge": 1,
  "gap_ev": 11.08,
  "lumo_ev": -2.6,
  "elements": ["N", "C", "C", "N", "C", "C", "H", "H", "H", "H", "H", "H", "H", "H", "H", "H", "H", "H", "H", "H", "H", "O"],
  "coordinates": [[-1.2519, -1.1169, 1.3576], [0.1559, -1.2737, 0.9310], [0.2853, -0.1872, -0.1916], [-0.2980, 1.1208, 0.2783], [-1.5248, 1.5006, -0.5589], [0.7792, 2.1084, 0.1057], [-1.5121, -1.3573, 2.3069], [-1.8198, -1.6546, 0.7029], [-0.6793, 0.9362, 1.2170], [0.3070, -2.1957, 0.3977], [0.9439, -1.1424, 1.6623], [-0.0645, -0.4488, -1.1868], [1.3301, -0.1441, -0.5811], [-2.2095, 2.1254, 0.0281], [-1.9423, 0.5262, -0.7902], [-1.1330, 1.9614, -1.4975], [1.1867, 2.3325, -0.8859], [1.6940, 1.8631, 0.6870], [0.5579, 3.0771, 0.5679], [2.0273, -3.1471, -0.9872], [1.5069, -2.5692, -2.2412], [1.6609, -2.3149, -1.3221]],
  "forces_ev_per_a": [[0.2, 0.0, 0.2], [-1.3, 1.1, -1.8], [1.7, -1.1, -0.3], [0.5, 0.0, -2.2], [1.0, -0.5, -0.3], [1.9, 2.0, 2.2], [0.4, -0.3, -0.1], [-0.1, 0.2, 0.5], [0.5, 0.2, 0.1], [0.2, -0.4, 0.3], [-0.3, 0.1, 0.5], [-1.4, -0.3, 0.3], [-0.3, 0.8, 1.3], [0.4, -0.1, -0.3], [-0.6, 0.3, -0.1], [-0.6, -0.2, 0.9], [-1.0, -0.7, -0.2], [-0.7, -0.6, -0.2], [-0.7, -0.1, -0.3], [0.1, 0.3, 0.3], [0.0, 0.3, -0.1], [0.2, -0.9, -0.5]]
}

(2)
{
  "formula": "C6H10N2",
  "method": "the ωB97M-V functional and the def2-TZVPD basis",
  "e_tot_ev": -9357.3797,
  "molar_mass_g_mol": 110.2,
  "e_above_lowest_ev": 1.857,
  "gap_ev": [7.63, 6.78],
  "lumo_ev": [1.3, -1.4],
  "spin_multiplicity": 3,
  "elements": ["C", "C", "C", "C", "C", "C", "N", "N", "H", "H", "H", "H", "H", "H", "H", "H", "H", "H"],
  "coordinates": [[0.0745, -0.6604, 0.1560], [-2.2104, 0.5323, -2.6650], [-2.0567, -0.0176, -1.4217], [-1.1807, -0.3269, 1.0114], [-1.2362, 0.4863, -0.3433], [3.2201, 0.0781, 1.5908], [1.1858, -0.2106, 0.7330], [2.3299, -0.7799, 0.8633], [-0.0079, -1.5447, -0.4214], [-2.9063, 0.1794, -3.4295], [-1.5707, 1.4292, -3.0028], [-2.6797, -0.8101, -1.1465], [-1.9245, -1.0677, 1.4456], [-0.7794, 0.3481, 1.8232], [-0.7660, 1.5290, -0.4128], [4.1879, -0.4619, 1.7629], [3.4658, 1.0062, 0.9832], [2.8545, 0.2912, 2.4737]],
  "forces_ev_per_a": [[-5.0, 1.2, 0.9], [1.4, 0.9, 0.7], [0.0, 2.0, -2.3], [1.1, 1.6, -0.2], [2.7, -0.8, 1.6], [4.6, -0.9, -4.8], [1.9, -1.0, -0.3], [-1.2, 1.2, 0.2], [0.6, -0.6, -0.6], [0.2, -0.2, 0.5], [-1.1, -1.4, 0.7], [-0.9, -1.4, 0.2], [0.7, 0.9, -1.3], [-0.8, -0.8, -0.7], [-1.0, -1.7, 0.4], [-0.8, 0.4, -0.3], [-0.3, -0.8, 0.8], [-2.0, 1.4, 4.5]]
}

(3)
{
  "formula": "C12H13N2P",
  "method": "the ωB97M-V functional and the def2-TZVPD basis",
  "e_tot_ev": -24918.1008,
  "molar_mass_g_mol": 216.2,
  "e_above_lowest_ev": 4.309,
  "gap_ev": [7.81, 6.76],
  "lumo_ev": [-1.1, -1.3],
  "elements": ["C", "C", "C", "C", "C", "C", "C", "C", "C", "C", "C", "C", "N", "N", "P", "H", "H", "H", "H", "H", "H", "H", "H", "H", "H", "H", "H", "H"],
  "coordinates": [[-1.0630, -2.6003, 1.1936], [-3.0231, -0.7730, -3.0403], [-3.8373, -0.2526, -2.0429], [-1.6851, -1.1216, -2.7974], [-3.2600, -0.0505, -0.7890], [-1.1780, -0.9949, -1.5447], [-1.9927, -0.5168, -0.4307], [0.8385, -1.1334, 1.4263], [-0.4702, -1.2662, 1.2416], [-1.5364, -0.3022, 0.9170], [2.3877, 0.5858, 2.8988], [2.5275, 0.3294, -0.1505], [-1.7497, -3.5033, 0.9599], [0.1531, 1.5283, 1.0816], [1.3362, 0.5843, 1.2470], [-3.3460, -0.7076, -4.0534], [-4.8980, -0.0391, -2.1840], [-1.2649, -1.6276, -3.6524], [-3.7380, 0.5026, -0.0069], [-0.0781, -1.2139, -1.4043], [1.4867, -1.9510, 1.6766], [-2.1908, 0.0345, 1.6488], [1.5777, 0.0570, 3.5920], [3.3090, 0.0361, 2.9622], [2.6129, 1.5375, 3.3441], [2.5783, 1.3196, -0.5846], [3.4619, -0.2203, 0.1930], [1.7948, -0.2698, -0.7723]],
  "forces_ev_per_a": [[-0.8, -0.5, -0.4], [-0.2, 0.9, 0.6], [0.4, -0.1, 0.4], [-1.8, -0.3, -0.5], [0.0, -0.5, 0.3], [1.5, -0.2, 2.0], [0.3, 1.2, -2.5], [-1.2, 0.8, 0.0], [-0.1, -1.8, 0.8], [3.1, -0.1, -2.1], [-3.1, -0.7, 0.6], [-1.4, -0.7, 0.8], [0.8, 0.4, 0.5], [-2.8, 0.8, -0.4], [4.2, -2.2, 1.8], [-0.5, -0.6, -0.6], [0.5, 0.3, -0.2], [1.1, 0.3, 0.2], [-0.8, 0.0, 0.2], [-1.5, 0.0, 0.1], [0.2, -0.3, -0.1], [-1.0, 0.7, 1.2], [1.9, 1.1, -1.1], [0.3, -0.7, -0.6], [-0.3, 0.7, -0.1], [0.9, 0.0, -0.4], [-1.2, 0.9, -0.8], [1.5, 0.4, 0.1]]
}

(4)
{
  "formula": "C44H41N7O6PSTi",
  "method": "the ωB97M-V functional and the def2-TZVPD basis",
  "e_tot_ev": -112248.4091,
  "molar_mass_g_mol": 874.8,
  "e_above_lowest_ev": 3.540,
  "total_charge": -1,
  "gap_ev": [4.95, 6.71],
  "lumo_ev": [2.0, 2.0],
  "spin_multiplicity": 3,
  "elements": ["Ti", "C", "C", "C", "C", "C", "C", "C", "P", "C", "C", "C", "C", "C", "C", "C", "C", "C", "C", "C", "C", "C", "C", "H", "H", "H", "H", "H", "H", "H", "H", "H", "H", "H", "H", "H", "H", "H", "H", "H", "H", "H", "H", "O", "C", "C", "C", "C", "N", "C", "C", "C", "C", "C", "C", "O", "C", "C", "N", "H", "H", "H", "H", "H", "H", "H", "H", "H", "H", "H", "H", "N", "C", "N", "O", "H", "H", "H", "H", "O", "C", "O", "C", "C", "C", "C", "S", "C", "C", "H", "H", "H", "H", "H", "O", "N", "C", "C", "N", "C", "N"],
  "coordinates": [[-0.8099, 0.3078, 0.2411], [2.7156, 4.1212, -0.7939], [3.7006, 3.4038, -1.6742], [4.9512, 3.9510, -1.9331], [5.8780, 3.2975, -2.7340], [5.5580, 2.0726, -3.2969], [4.3088, 1.5156, -3.0558], [3.3753, 2.1657, -2.2534], [1.7613, 1.4212, -1.8344], [1.7727, -0.2208, -2.6272], [0.6874, -0.6283, -3.3027], [0.4749, -2.0610, -3.6544], [0.4724, -3.3646, -2.8682], [1.3532, -3.5771, -1.6254], [2.4804, -1.3339, -1.9163], [3.1069, -1.0934, -0.5789], [0.6032, 2.2741, -2.9468], [0.9538, 2.6037, -4.2548], [0.0015, 2.9961, -5.1795], [-1.3324, 3.0296, -4.7830], [-1.6837, 2.7275, -3.4800], [-0.7296, 2.3701, -2.5092], [-1.1547, 2.1209, -1.1102], [3.1602, 5.0214, -0.3680], [2.3699, 3.4813, 0.0232], [1.8277, 4.4157, -1.3604], [5.2045, 4.9067, -1.4872], [6.8488, 3.7437, -2.9122], [6.2697, 1.5495, -3.9233], [4.0559, 0.5613, -3.5042], [-0.0460, 0.0766, -3.6736], [-0.1288, -2.1845, -4.5504], [-0.1759, -4.1528, -3.2360], [1.7245, -4.6038, -1.6769], [3.1614, -2.0160, 0.0022], [2.5913, -0.3334, 0.0047], [4.1366, -0.7533, -0.7290], [1.9937, 2.5235, -4.5544], [0.2854, 3.2491, -6.1931], [-2.1045, 3.3081, -5.4916], [-2.7236, 2.7881, -3.1772], [-2.2234, 2.3273, -1.0240], [-0.6243, 2.8285, -0.4576], [-7.0196, -2.9232, -0.9467], [-6.0422, -2.7218, -1.9623], [-4.8852, -1.9304, -1.4281], [-4.0303, -1.2647, -2.3522], [-2.9313, -0.6161, -1.8612], [-2.6130, -0.5567, -0.5582], [-3.4389, -1.1760, 0.3533], [-4.5856, -1.8845, -0.1017], [-3.0176, -1.1748, 1.7134], [-3.8752, -1.5458, 2.7791], [-3.3955, -1.5938, 4.0606], [-4.2677, -2.0559, 5.1961], [-4.4432, -3.4730, 5.2095], [-2.0479, -1.2444, 4.2920], [-1.2839, -0.8247, 3.2257], [-1.7302, -0.7682, 1.9689], [-7.6386, -3.5880, -1.2585], [-6.4744, -2.1888, -2.8174], [-5.6745, -3.6891, -2.3274], [-4.2346, -1.2624, -3.4147], [-2.2509, -0.0855, -2.5190], [-5.2089, -2.4170, 0.6022], [-4.9109, -1.7916, 2.5809], [-5.2725, -1.6399, 5.1091], [-3.8422, -1.7176, 6.1474], [-3.5878, -3.8738, 5.0214], [-1.6190, -1.2706, 5.2851], [-0.2651, -0.4913, 3.3719], [-2.5677, 3.0260, 3.1795], [-2.9603, 2.2073, 2.1668], [-4.2937, 1.9171, 2.0696], [-2.1390, 1.7551, 1.3860], [-3.2145, 3.6233, 3.6583], [-1.5823, 3.2415, 3.1903], [-4.8442, 1.9548, 2.9106], [-4.4811, 1.1303, 1.4646], [6.1966, -0.6374, 5.4425], [5.3241, -1.3363, 4.6643], [5.4776, -2.5213, 4.5474], [4.2460, -0.5582, 3.9985], [3.2596, -1.2670, 3.3121], [2.2262, -0.6100, 2.6741], [2.1271, 0.7931, 2.6830], [0.8312, 1.6629, 1.9174], [3.1305, 1.4945, 3.3741], [4.1604, 0.8356, 4.0120], [5.9279, 0.2870, 5.4700], [3.3155, -2.3478, 3.2916], [1.4722, -1.1861, 2.1518], [3.0891, 2.5765, 3.3873], [4.9092, 1.4522, 4.5015], [0.1725, -1.2508, -0.3408], [0.2663, -2.3777, 0.3660], [0.8088, -3.3769, -0.2350], [2.2475, -2.5751, -2.3498], [1.6500, -2.9034, -3.6787], [0.8679, -4.5561, 0.6254], [0.9152, -5.5201, 1.2502]],
  "forces_ev_per_a": [[-0.5, 0.5, 0.5], [0.0, 0.1, 0.0], [0.0, -0.1, 0.0], [0.0, 0.0, 0.0], [0.0, 0.0, 0.0], [0.0, 0.0, 0.0], [0.0, 0.0, 0.0], [0.0, -0.1, -0.1], [0.0, 0.1, 0.0], [0.0, -0.2, 0.2], [0.0, 0.0, 0.0], [0.0, 0.0, 0.0], [0.0, 0.0, 0.0], [0.0, 0.0, 0.1], [-0.1, 0.1, -0.1], [0.1, 0.0, 0.0], [0.0, 0.0, -0.1], [0.1, 0.0, 0.0], [-0.1, 0.0, 0.0], [0.0, 0.0, 0.0], [0.0, 0.0, 0.0], [-0.3, 0.0, 0.0], [0.4, -0.2, 0.0], [0.0, 0.0, 0.0], [0.0, 0.0, 0.0], [0.0, 0.0, 0.0], [0.0, 0.0, 0.0], [0.0, 0.0, 0.0], [0.0, 0.0, 0.0], [0.0, 0.0, 0.0], [0.0, 0.0, 0.0], [0.0, 0.0, 0.0], [0.0, 0.0, 0.0], [0.0, 0.0, -0.1], [0.0, 0.0, 0.0], [0.0, 0.0, 0.0], [0.0, 0.0, 0.0], [0.0, 0.0, 0.0], [0.0, 0.0, 0.0], [0.0, 0.0, 0.0], [0.0, 0.0, 0.0], [0.0, 0.0, 0.1], [0.0, 0.0, 0.0], [0.0, 0.0, -0.1], [0.0, 0.0, 0.1], [0.1, 0.0, -0.2], [-0.1, 0.0, 0.1], [0.1, 0.1, 0.1], [0.1, 0.0, 0.1], [0.0, -0.2, 0.0], [-0.1, 0.2, 0.1], [-0.2, -0.1, -0.1], [0.2, -0.1, 0.1], [-0.1, 0.0, 0.0], [0.0, 0.0, 0.0], [0.0, 0.0, 0.0], [0.0, 0.0, 0.0], [0.0, 0.1, -0.1], [-0.1, 0.0, -0.2], [0.0, 0.0, 0.0], [0.0, 0.0, 0.0], [0.0, 0.0, 0.0], [0.0, 0.0, 0.0], [0.0, 0.0, 0.0], [0.0, 0.0, 0.0], [0.0, 0.0, 0.0], [0.0, 0.0, 0.0], [0.0, 0.0, 0.0], [0.0, 0.0, 0.0], [0.0, 0.0, 0.0], [0.0, 0.0, 0.0], [0.0, 0.0, -0.1], [0.2, 0.0, 0.2], [0.0, 0.1, 0.0], [0.0, 0.0, -0.4], [0.0, 0.0, 0.0], [0.0, 0.0, 0.0], [0.0, 0.0, 0.0], [0.0, 0.0, 0.0], [0.0, 0.0, 0.0], [0.0, 0.1, -0.2], [0.0, -0.1, 0.0], [0.0, -0.1, 0.1], [0.0, 0.1, 0.0], [0.0, 0.0, 0.0], [0.1, -0.1, 0.0], [-0.1, 0.0, -0.2], [0.0, 0.0, 0.0], [0.0, 0.0, 0.0], [0.0, 0.0, 0.0], [0.0, 0.0, 0.0], [0.0, 0.0, 0.0], [0.0, 0.0, 0.0], [0.0, 0.0, 0.0], [0.1, -0.2, 0.0], [0.1, 0.1, -0.2], [0.1, -0.4, 0.5], [-0.1, 0.0, 0.0], [0.0, 0.0, 0.0], [-0.1, 0.3, -0.3], [0.0, 0.0, 0.0]]
}

(5)
{
  "formula": "C4H7NO2",
  "method": "the ωB97M-V functional and the def2-TZVPD basis",
  "e_tot_ev": -9842.9394,
  "molar_mass_g_mol": 101.1,
  "e_above_lowest_ev": 4.340,
  "gap_ev": [7.26, 7.26],
  "lumo_ev": [0.2, 0.2],
  "elements": ["C", "C", "C", "N", "C", "O", "O", "H", "H", "H", "H", "H", "H", "H"],
  "coordinates": [[1.2689, 1.4978, 0.3103], [0.0880, 0.5795, 0.0622], [0.3930, -0.6459, -0.7300], [-0.7632, -1.4315, -0.7258], [-1.8485, -1.2625, -0.0237], [-2.6371, -1.6728, 0.7421], [-0.5180, 0.1284, 1.2878], [2.0818, 0.9517, 0.7998], [0.9665, 2.3347, 0.9454], [1.6489, 1.8982, -0.6346], [-0.7482, 1.1507, -0.4032], [0.1157, -0.5178, 1.6491], [0.7137, -0.4940, -1.7530], [-0.9472, -2.1228, -1.4415]],
  "forces_ev_per_a": [[0.0, 0.0, 0.0], [0.1, 0.1, 0.0], [0.1, 0.3, -0.2], [-0.4, -0.2, 0.2], [-0.9, -0.3, 1.0], [0.5, 0.3, -0.6], [0.2, -0.1, 0.1], [-0.1, 0.1, -0.1], [0.0, -0.1, -0.1], [0.0, 0.0, 0.1], [0.1, -0.1, 0.0], [-0.1, 0.1, 0.1], [0.3, 0.1, 0.0], [0.4, -0.1, -0.3]]
}

(6)
{
  "formula": "C4H5AgLiO3",
  "method": "the ωB97M-V functional and the def2-TZVPD basis",
  "e_tot_ev": -14565.1212,
  "molar_mass_g_mol": 215.9,
  "total_charge": 1,
  "gap_ev": [4.57, 7.26],
  "lumo_ev": [-4.4, -5.9],
  "spin_multiplicity": 3,
  "elements": ["Ag", "O", "C", "H", "H", "H", "C", "C", "O", "C", "O", "Li", "H", "H"],
  "coordinates": [[-0.9042, -0.4563, -2.4563], [-0.7980, 0.8256, -0.4323], [-1.6822, 1.8671, 0.0310], [-2.4152, 1.4435, 0.7251], [-1.0883, 2.6449, 0.5212], [-2.1725, 2.2522, -0.8659], [1.9902, -1.3743, 0.4284], [0.8588, -0.9132, -0.1426], [0.1322, -1.4501, -1.0877], [-0.1234, 0.1283, 0.4626], [-0.1295, 0.3674, 1.6584], [0.6069, -1.1707, 2.5756], [2.4297, -0.8294, 1.2670], [2.5319, -2.1830, -0.0629]],
  "forces_ev_per_a": [[-1.1, 0.9, -1.8], [-1.1, 0.7, -0.8], [0.0, 0.0, 0.3], [0.1, 0.2, -0.1], [-0.2, -0.1, -0.1], [0.1, 0.0, 0.3], [3.8, -2.3, 2.0], [-9.1, 5.0, -1.4], [3.3, -2.9, 0.2], [4.5, -2.5, -1.3], [-0.1, 0.5, 3.0], [-0.3, 0.5, -0.2], [0.2, -0.1, -0.4], [0.0, 0.2, 0.4]]
}

Question: What is the formula in the sixth record?
Answer: C4H5AgLiO3